No. 1
Entry from the OMol25 dataset: C3H4O4Rb as an isolated structure at a distorted geometry (ωB97M-V with the def2-TZVPD basis set).

Each line ends with the Mulliken spin population.
Cartesian coordinates (Å):
O1 2.855 -1.670 -1.284  0.011
C1 2.238 -0.730 -0.974  -0.023
O2 2.084 0.383 -0.605  0.023
O3 -0.676 -1.063 -0.369  0.083
C2 -2.170 -1.743 -0.555  0.066
C3 -3.153 -0.707 -0.920  0.470
O4 -3.154 0.413 -0.252  0.245
H1 -0.195 -1.692 0.178  -0.012
H2 -2.352 -2.154 0.454  0.029
H3 -2.112 -2.555 -1.291  0.021
H4 -3.695 -0.774 -1.877  -0.001
Rb1 -0.906 1.791 0.698  0.087

Cartesian forces, eV/Å:
O -1.80 -0.33 -0.10
C 2.97 1.88 0.60
O -1.39 -1.40 -0.44
O -0.87 -0.33 -0.33
C -0.18 0.50 0.16
C 1.24 0.78 0.45
O -0.16 -0.55 -0.20
H -0.06 -0.21 0.11
H 0.32 0.22 -0.18
H 0.17 0.28 0.18
H 0.18 -0.07 0.21
Rb -0.42 -0.75 -0.45

Properties
Largest force on an atom (eV Å⁻¹): 3.572
Multiplicity: 2
E_HOMO (alpha / beta) (eV): -4.51 / -7.74
E_tot (eV): -12019.2940
LUMO (alpha / beta) (eV): -0.618 / -0.662
<S²>: 0.75
HOMO-LUMO gap (alpha / beta) (eV): 3.9 / 7.1

No. 2
Entry from the OMol25 dataset: C28H30N5O6Re as an isolated structure at a distorted geometry (ωB97M-V with the def2-TZVPD basis set).

Each line ends with the Mulliken spin population.
Cartesian coordinates (Å):
Re1 1.840 0.969 -0.420  2.692
O1 2.212 2.666 0.345  0.155
C1 -1.380 0.425 2.288  0.000
C2 -0.795 0.259 0.960  -0.003
O2 -1.482 -0.056 0.001  0.035
O3 0.461 0.564 0.930  0.025
C3 -0.934 1.653 3.020  0.011
C4 -1.955 2.549 3.428  -0.003
C5 -1.645 3.877 3.852  0.001
C6 -0.303 4.224 3.925  0.001
C7 0.736 3.336 3.559  0.007
C8 0.396 2.022 3.148  -0.003
C9 -2.337 -0.432 2.764  0.001
C10 -2.734 -0.426 4.186  -0.001
C11 -3.572 -1.441 4.636  0.000
C12 -3.829 -2.564 3.839  0.000
C13 -3.475 -2.633 2.501  0.000
C14 -2.713 -1.588 1.954  0.000
H1 1.602 2.955 1.034  0.022
H2 -2.996 2.154 3.336  0.000
H3 -2.481 4.567 4.193  0.000
H4 0.014 5.233 4.201  0.000
H5 1.790 3.722 3.538  0.000
H6 1.226 1.391 2.921  -0.007
H7 -2.362 0.336 4.850  0.000
H8 -3.836 -1.439 5.703  0.000
H9 -4.378 -3.358 4.227  0.000
H10 -3.942 -3.373 1.882  0.000
H11 -2.392 -1.603 0.939  0.000
C15 5.531 -0.369 2.560  0.001
O4 5.512 0.226 1.252  0.002
C16 4.483 0.370 0.456  0.020
O5 3.308 0.049 0.742  -0.005
N1 4.759 1.025 -0.671  0.008
N2 3.727 1.531 -1.498  -0.014
H12 4.557 -0.351 3.060  0.001
H13 6.261 0.275 3.048  0.000
H14 5.834 -1.357 2.547  0.000
H15 5.724 1.384 -0.710  -0.002
H16 3.926 1.200 -2.419  0.004
H17 3.825 2.519 -1.402  0.009
N3 0.499 1.762 -1.778  -0.096
C17 -0.279 2.152 -2.483  0.079
C18 -1.411 2.435 -3.320  0.004
C19 -2.476 1.528 -3.091  0.014
C20 -3.493 1.579 -3.983  -0.005
C21 -3.487 2.493 -5.056  0.014
C22 -2.452 3.386 -5.312  -0.006
C23 -1.392 3.372 -4.376  0.017
H18 -2.477 0.772 -2.302  0.001
H19 -4.339 0.848 -3.902  0.000
H20 -4.250 2.470 -5.792  0.001
H21 -2.454 4.167 -6.112  0.000
H22 -0.534 4.120 -4.494  0.000
N4 1.588 -0.913 -1.303  -0.103
C24 1.217 -2.013 -1.401  0.084
N5 0.698 -3.183 -1.432  0.026
C25 -0.642 -3.268 -2.200  0.006
C26 -0.318 -3.966 -3.517  0.001
O6 0.228 -5.250 -3.197  0.000
C27 1.578 -5.115 -2.706  0.001
C28 1.570 -4.388 -1.373  0.006
H23 -1.045 -2.230 -2.235  -0.002
H24 -1.333 -3.920 -1.592  0.000
H25 0.395 -3.378 -4.203  0.000
H26 -1.296 -4.137 -4.034  0.000
H27 2.234 -4.692 -3.500  0.000
H28 1.912 -6.138 -2.554  0.000
H29 2.473 -4.038 -0.862  -0.002
H30 1.103 -4.948 -0.599  0.001

Cartesian forces, eV/Å:
Re -0.31 -0.72 -0.63
O 0.10 0.07 0.08
C 0.04 1.60 2.25
C -0.68 -0.41 -2.18
O 0.85 0.45 0.31
O 1.10 0.01 -0.47
C -1.22 -0.41 -0.25
C -0.36 0.37 0.02
C -1.16 -1.14 0.43
C 0.80 0.43 -0.45
C -0.66 -0.48 -0.21
C 1.32 2.36 0.35
C -0.20 -1.89 1.09
C -0.80 -0.87 -1.53
C 1.47 0.57 0.91
C 0.08 1.60 -0.45
C 0.63 1.93 -0.75
C -0.94 -0.45 1.50
H -0.03 0.30 0.23
H 0.85 0.85 0.10
H 1.32 -0.93 -0.63
H -0.40 -0.27 0.05
H -1.12 -0.71 0.31
H 0.07 -0.58 -0.14
H -0.05 0.12 0.06
H -0.08 -0.09 -0.64
H -0.90 -1.27 0.85
H 0.44 -0.54 -0.22
H -0.17 -0.11 -0.41
C -0.93 1.97 1.07
O -0.71 -0.01 -2.08
C 0.48 0.26 1.82
O -0.62 -0.04 0.04
N 1.78 -0.10 0.08
N 0.25 -1.13 1.66
H 0.11 0.41 -0.28
H -0.18 -0.36 0.38
H 0.90 -1.94 -0.53
H -0.69 0.02 -0.53
H -0.13 -0.03 -1.02
H -0.39 1.25 -0.47
N 3.54 -1.49 3.12
C -3.84 1.80 -3.08
C 0.70 -0.17 0.19
C 0.72 0.16 -0.07
C -1.94 -0.53 -1.06
C 0.61 -0.08 -0.27
C 0.84 0.58 1.45
C 0.79 0.86 -0.45
H 0.25 0.44 -0.11
H 0.86 0.94 -0.08
H -0.93 -0.16 -0.28
H -0.15 -1.10 0.68
H -1.26 -1.35 0.28
N 0.22 0.24 -0.09
C -0.31 0.06 0.34
N -0.81 0.56 -1.08
C 0.44 -0.21 0.99
C -0.44 -0.04 -0.76
O 0.65 1.11 0.06
C -0.11 -0.56 -0.65
C -0.32 0.87 0.62
H 0.26 -0.79 -0.24
H 0.81 0.69 -0.61
H -1.03 -0.68 1.01
H 0.96 0.06 0.15
H -0.42 0.16 0.60
H 0.12 -0.02 0.12
H 0.43 -0.33 -0.87
H -0.50 -1.13 0.32

Properties
Total charge: +3
Largest force on an atom (eV Å⁻¹): 5.246
Multiplicity: 4
E_HOMO (alpha / beta) (eV): -16.70 / -16.75
E_tot (eV): -51360.8918
LUMO (alpha / beta) (eV): -10.028 / -10.118
<S²>: 3.77
HOMO-LUMO gap (alpha / beta) (eV): 6.7 / 6.6

No. 3
Entry from the OMol25 dataset: a single C2H8NO2PS molecule at a distorted geometry (ωB97M-V with the def2-TZVPD basis set).

Each line ends with the natural charge from an NBO analysis.
Cartesian coordinates (Å):
C1 -0.705 -1.264 0.880  -0.396
C2 1.596 0.333 -0.936  -0.875
N1 -0.783 0.138 0.537  -0.964
O1 0.097 2.358 -0.153  -0.957
O2 1.365 1.064 1.500  -0.942
P1 -2.320 0.775 -0.098  0.487
S1 0.577 1.093 0.334  2.331
H1 0.105 -1.578 0.372  0.186
H2 -0.520 -1.362 1.923  0.204
H3 -1.741 -1.716 0.608  0.217
H4 1.935 -0.507 -0.452  0.227
H5 1.034 0.073 -1.864  0.239
H6 2.342 1.019 -1.296  0.263
H7 -1.720 1.873 -0.630  0.013
H8 -2.757 1.571 1.132  -0.033

Cartesian forces, eV/Å:
C -3.64 1.11 0.76
C -2.31 1.18 -1.64
N -0.61 2.14 -1.16
O 0.48 0.02 0.00
O 0.96 -0.40 1.60
P -0.42 -0.32 2.36
S -1.21 0.29 -1.48
H 2.38 -2.34 -1.83
H -0.03 -0.34 0.99
H 2.18 0.33 0.32
H 1.39 -2.02 0.68
H -0.03 0.05 0.93
H 0.54 0.35 0.57
H -0.08 0.83 -0.70
H 0.39 -0.88 -1.39

Properties
Largest force on an atom (eV Å⁻¹): 3.880
E_HOMO (eV): -9.36
E_tot (eV): -27910.8536
Structure (SMILES): CN(P)S(C)(=O)=O
LUMO (eV): 0.722
HOMO-LUMO gap (eV): 10.1

No. 4
Entry from the OMol25 dataset: C19H28AsN2O6OsSSi2 as an isolated structure at a distorted geometry (ωB97M-V with the def2-TZVPD basis set).

Each line ends with the Mulliken spin population.
Cartesian coordinates (Å):
Os1 0.559 -0.165 0.336  3.203
O1 -0.006 -3.181 3.144  0.003
As1 1.262 -2.367 2.229  0.021
O2 2.625 -2.429 3.067  0.005
O3 0.491 -0.773 2.156  0.229
C1 1.098 -3.459 0.592  0.002
C2 0.546 -4.720 0.792  0.025
C3 0.451 -5.614 -0.265  0.001
C4 0.905 -5.269 -1.531  0.006
C5 1.476 -4.025 -1.740  0.004
C6 1.566 -3.134 -0.682  0.047
S1 2.286 -1.558 -1.015  0.010
O4 3.365 -1.652 -1.927  -0.007
O5 2.571 -0.985 0.320  0.037
O6 1.139 -0.695 -1.555  0.142
H1 0.199 -3.101 4.086  0.000
H2 0.198 -4.990 1.778  -0.001
H3 0.023 -6.592 -0.092  0.000
H4 0.825 -5.967 -2.352  0.000
H5 1.872 -3.740 -2.706  0.000
C7 -1.417 3.234 -0.335  0.004
Si1 -1.887 2.042 1.053  0.093
C8 -3.724 2.123 1.446  0.009
C9 -0.910 2.233 2.667  0.024
C10 -1.409 0.243 0.423  -0.042
Si2 -2.287 -0.359 -1.205  0.008
C11 -4.141 -0.089 -1.023  0.014
C12 -1.888 -2.213 -1.275  0.038
C13 -1.617 0.568 -2.700  0.015
H6 -1.184 4.230 0.047  0.001
H7 -2.245 3.348 -1.038  0.001
H8 -0.555 2.865 -0.892  -0.001
H9 -3.909 2.975 2.104  0.001
H10 -4.076 1.230 1.964  0.000
H11 -4.336 2.261 0.554  -0.001
H12 -0.750 3.278 2.944  0.003
H13 0.056 1.731 2.614  -0.016
H14 -1.460 1.765 3.485  0.000
H15 -1.859 -0.370 1.219  -0.034
H16 -4.499 -0.353 -0.027  -0.002
H17 -4.675 -0.715 -1.741  0.001
H18 -4.415 0.948 -1.224  0.000
H19 -2.752 -2.795 -1.599  0.000
H20 -1.578 -2.608 -0.305  -0.012
H21 -1.083 -2.389 -1.993  -0.002
H22 -2.149 1.503 -2.878  0.002
H23 -1.722 -0.042 -3.600  0.000
H24 -0.556 0.792 -2.586  -0.004
N1 5.731 5.649 -0.013  0.001
C14 4.926 4.830 -0.020  0.000
C15 3.906 3.824 -0.035  0.001
C16 2.776 3.953 0.767  0.001
C17 1.808 2.971 0.700  0.012
N2 1.906 1.903 -0.100  0.137
C18 2.996 1.782 -0.865  0.014
C19 4.017 2.713 -0.865  0.007
H25 2.652 4.799 1.427  0.000
H26 0.915 3.043 1.302  -0.014
H27 3.063 0.933 -1.527  0.011
H28 4.880 2.579 -1.500  0.001

Cartesian forces, eV/Å:
Os -1.74 2.01 1.50
O -0.01 0.25 -0.34
As -0.29 -1.62 1.36
O 0.45 0.31 -0.14
O 0.25 0.25 -1.03
C -0.08 0.53 0.19
C -0.03 0.10 0.08
C 0.03 -0.02 -0.12
C -0.06 -0.03 0.10
C 0.12 0.15 -0.07
C 0.16 0.12 0.07
S 1.06 -1.70 -1.48
O -0.16 0.07 0.07
O 0.11 0.09 0.26
O -0.08 0.11 -0.04
H 0.05 -0.04 -0.02
H -0.03 -0.05 -0.06
H -0.01 0.00 0.00
H 0.02 -0.02 0.01
H -0.03 -0.06 -0.01
C -0.06 -0.07 0.37
Si 0.17 -0.15 -0.11
C 0.23 -0.03 -0.13
C -0.20 0.04 -0.32
C 0.01 0.11 -0.51
Si -0.18 -0.09 0.06
C 0.25 -0.04 -0.03
C -0.01 0.33 -0.17
C -0.06 -0.20 0.20
H 0.01 0.00 -0.01
H -0.01 -0.06 0.00
H 0.02 0.07 -0.03
H 0.07 0.02 0.02
H 0.04 0.00 0.02
H 0.05 -0.01 0.04
H -0.02 0.02 -0.02
H 0.05 0.02 0.16
H -0.03 -0.04 -0.04
H 0.14 -0.09 0.03
H 0.00 -0.01 -0.02
H 0.04 -0.01 -0.03
H 0.01 -0.04 0.01
H -0.02 0.04 -0.03
H -0.03 0.00 0.02
H 0.01 -0.06 0.04
H 0.00 0.01 0.07
H -0.01 -0.02 0.01
H 0.02 0.04 -0.08
N -0.03 -0.06 0.00
C 0.17 0.17 0.02
C -0.23 -0.20 0.01
C 0.05 0.02 -0.08
C -0.06 0.03 0.03
N -0.17 -0.38 0.30
C 0.10 0.19 -0.11
C -0.03 0.07 0.01
H -0.01 0.00 0.00
H 0.07 0.04 0.00
H -0.03 -0.07 0.00
H -0.02 -0.02 -0.02

Properties
Total charge: +1
Largest force on an atom (eV Å⁻¹): 3.050
Multiplicity: 5
E_HOMO (alpha / beta) (eV): -12.78 / -13.14
E_tot (eV): -125310.9173
LUMO (alpha / beta) (eV): -3.724 / -5.900
<S²>: 6.02
HOMO-LUMO gap (alpha / beta) (eV): 9.1 / 7.2

No. 5
Entry from the OMol25 dataset: a 2-piece molecular cluster, C2H6P2 overall at a distorted geometry (ωB97M-V with the def2-TZVPD basis set).

Each line ends with the natural charge from an NBO analysis.
Cartesian coordinates (Å):
C1 0.550 -0.802 0.034  -0.773
C2 -0.932 1.306 -0.992  -0.485
P1 1.231 -1.911 -0.948  0.474
P2 0.375 -0.332 1.754  0.360
H1 -1.731 0.709 -1.390  0.171
H2 -0.180 1.661 -1.730  0.184
H3 -0.761 1.263 0.060  0.168
H4 1.730 -2.808 0.035  -0.052
H5 -0.911 -0.165 1.825  -0.043
H6 0.629 1.078 1.352  -0.004

Cartesian forces, eV/Å:
C -0.43 -0.12 0.24
C 1.04 -0.72 -1.09
P -0.19 0.19 -0.50
P 3.82 0.85 -0.86
H -0.33 0.01 -0.06
H -0.61 -0.07 0.94
H -0.06 0.60 0.04
H 0.11 -0.06 0.30
H -3.25 0.38 0.00
H -0.11 -1.05 0.99

Properties
Largest force on an atom (eV Å⁻¹): 4.006
E_HOMO (alpha / beta) (eV): -8.64 / -8.23
E_tot (eV): -20742.7372
LUMO (alpha / beta) (eV): -0.494 / -0.050
HOMO-LUMO gap (alpha / beta) (eV): 8.1 / 8.2

> Among the records above, which one has the lowest largest force on an atom?

C19H28AsN2O6OsSSi2

> Which formula does entry 2 have?

C28H30N5O6Re

> Which of these has the lowest E_tot?

C19H28AsN2O6OsSSi2